Below is C6H11NO as an isolated structure in a non-equilibrium geometry, with properties calculated with the ωB97M-V functional and the def2-TZVPD basis.

```
19
Properties=species:S:1:pos:R:3:forces:R:3:mulliken_charge:R:1
C 0.432174 -0.588684 0.071670 -0.5 2.4 -2.1 1.452
C 0.972580 -0.341648 1.447867 -0.4 0.3 0.0 -1.624
C 0.207029 -2.022891 -0.301869 -0.6 0.3 -0.4 -1.500
C -0.968969 1.921029 0.173441 0.4 0.1 0.0 -1.344
C -0.862755 0.573853 -0.477600 -1.6 -1.7 2.0 0.652
C 0.979073 0.274587 -1.016297 4.9 -1.9 1.7 -0.389
N -1.773132 -0.012607 -1.128062 0.3 -0.3 0.1 -0.626
O 1.838994 1.142902 -0.747341 -1.9 -0.2 -1.1 -0.618
H -2.649036 0.506624 -1.174456 0.2 0.4 -0.3 0.272
H 0.920210 -0.214391 -2.006980 -0.6 0.8 -0.2 0.426
H 1.906395 -0.895508 1.570431 0.0 -0.1 -0.1 0.386
H 1.214381 0.708125 1.598809 -0.1 0.0 0.1 0.371
H 0.266879 -0.703746 2.196219 0.0 0.1 0.1 0.378
H -0.293628 -2.562770 0.499205 0.0 -0.1 0.0 0.366
H -0.391803 -2.086510 -1.211125 -0.1 -0.1 0.1 0.390
H 1.164274 -2.495984 -0.531265 0.1 0.0 0.2 0.357
H -0.966905 1.824713 1.259647 0.0 -0.1 0.0 0.275
H -0.113529 2.542271 -0.088375 0.0 0.0 0.0 0.335
H -1.882233 2.430633 -0.133920 0.0 -0.1 -0.1 0.438
```
Positions in Å, forces in eV/Å.

* strongest force on any atom: 0.108 hartree/bohr
* net charge: 0
* lowest unoccupied orbital energy: 0.04 eV
* multiplicity: 1
* energy relative to the best compared isomer or geometry (same formula, charge and spin): 65.1 kcal/mol

Below is the molecule C6H11NO in a non-equilibrium geometry, with properties calculated with the ωB97M-V functional and the def2-TZVPD basis.

```
19
Properties=species:S:1:pos:R:3:forces:R:3:mulliken_charge:R:1
C 0.252204 1.572071 3.262624 0.6 -0.4 -0.9 -0.864
N 0.792937 0.961523 2.038038 -1.1 0.6 1.2 -0.237
C 0.073322 0.773916 0.880589 1.9 -0.3 -0.5 -0.129
C 0.551471 0.063943 -0.159460 -0.9 -0.3 0.6 -0.243
C -0.174516 0.004211 -1.439798 -0.4 0.5 -1.4 -0.907
C -0.965638 -1.279680 -1.858204 -0.6 0.8 -0.1 -0.441
C -0.135141 -2.069297 -2.808782 0.2 -0.9 0.7 -0.039
O -0.026718 -1.868145 -3.987222 -0.1 0.2 -0.1 -0.470
H 0.917218 1.225508 4.048764 -0.1 0.4 0.3 0.310
H -0.751078 1.236817 3.517503 -0.1 0.0 -0.2 0.295
H 0.294629 2.653412 3.155082 -0.2 0.2 0.4 0.268
H 1.662947 0.508955 2.212490 0.2 -0.5 -0.6 0.233
H -0.803719 1.388814 0.735256 -0.2 0.0 0.3 0.308
H 1.443594 -0.547957 -0.102632 0.2 0.1 0.3 0.248
H -0.894196 0.823066 -1.540127 0.1 0.0 0.4 0.320
H 0.533648 0.222453 -2.252069 -0.1 -0.1 0.0 0.377
H -1.345736 -1.820099 -0.992654 0.5 -0.3 0.1 0.339
H -1.872277 -0.964981 -2.383995 0.2 0.1 -0.2 0.301
H 0.447051 -2.884530 -2.325403 0.1 0.0 -0.2 0.332
```
Positions in Å, forces in eV/Å.

* strongest force on any atom: 0.038 hartree/bohr
* net charge: 0
* lowest unoccupied orbital energy: 0.97 eV
* multiplicity: 1
* SMILES: CN/C=C/CCC=O
* energy relative to the best compared isomer or geometry (same formula, charge and spin): 46.9 kcal/mol

Below is a 2-piece molecular cluster, C6H11NO2 overall in a non-equilibrium geometry, with properties calculated with the ωB97M-V functional and the def2-TZVPD basis.

```
20
Properties=species:S:1:pos:R:3:forces:R:3:mulliken_charge:R:1
C 1.168862 0.047497 -1.906856 -0.1 0.2 0.6 -0.786
C 1.285485 0.665893 -0.720036 2.0 -2.1 0.5 0.012
C 1.557332 -0.109352 0.647233 0.2 2.1 -0.2 0.680
C 1.637495 -1.613189 0.706950 -0.4 -0.1 -0.2 -1.046
O 1.884476 0.573793 1.618026 -0.7 -1.0 -1.4 -0.570
H 0.808862 -0.967654 -2.019761 0.1 -0.1 0.2 0.210
H 1.448065 0.533992 -2.835467 -0.4 0.2 0.1 0.265
H 1.777686 1.634021 -0.687085 -0.5 0.2 0.1 0.340
H 2.648806 -1.912360 0.994635 -0.1 0.1 0.0 0.334
H 0.941647 -1.965925 1.471894 0.2 0.1 0.0 0.252
H 1.375411 -2.103960 -0.230361 0.1 0.1 0.0 0.282
C -2.814050 0.227089 -0.232559 -0.3 -0.2 -0.9 -1.090
C -1.692842 0.477400 0.455587 -1.4 1.0 0.4 0.832
N -0.981221 1.659031 0.327676 -0.3 -0.9 0.7 -0.499
O -1.325629 -0.271915 1.530503 1.0 -0.5 -0.1 -0.474
H -3.379469 -0.693909 -0.176748 0.2 -0.1 0.4 0.223
H -3.236080 0.944666 -0.927170 0.4 0.0 0.0 0.225
H -0.240426 1.845622 1.004110 -0.4 0.2 -0.7 0.290
H -1.172841 2.202209 -0.506871 0.4 -0.1 0.7 0.216
H -1.691569 -1.172948 1.486302 -0.1 0.7 -0.2 0.305
```
Positions in Å, forces in eV/Å.

* strongest force on any atom: 0.058 hartree/bohr
* net charge: 0
* lowest unoccupied orbital energy: 0.59 eV
* multiplicity: 1
* SMILES: C=CC(C)=O.C=C(N)O
* energy relative to the best compared isomer or geometry (same formula, charge and spin): 66.3 kcal/mol

Below is the molecule C6H11NO2S in a non-equilibrium geometry, with properties calculated with the ωB97M-V functional and the def2-TZVPD basis.

```
21
Properties=species:S:1:pos:R:3:forces:R:3:mulliken_charge:R:1
C -1.267805 0.565957 0.847468 0.2 0.1 0.9 -0.600
C -0.941497 -0.710427 1.571020 -0.2 0.2 -0.3 -0.453
C 1.435376 -0.254130 2.687213 0.1 0.4 -0.2 -0.500
C 1.112069 -1.705519 2.977829 -0.1 -0.4 0.1 -0.454
C 0.183302 -0.856041 2.228217 0.3 -0.1 0.3 0.357
C -0.370842 1.183054 -3.533203 -0.3 -0.3 -0.2 -0.738
N 0.298180 1.672196 -2.354318 0.4 -0.6 0.7 -0.307
O -1.039828 0.429198 -0.540526 0.6 0.1 -1.2 -0.344
O 1.267277 1.348793 -0.105029 0.4 0.3 0.7 -0.545
S 0.555905 0.575780 -1.092213 -1.2 0.5 -1.0 0.549
H -0.643026 1.380531 1.232266 -0.2 -0.1 0.1 0.390
H -2.324885 0.827316 0.951670 0.1 0.0 -0.1 0.335
H -1.638049 -1.527536 1.443582 0.0 -0.2 0.1 0.338
H 1.394067 0.455660 3.501060 0.0 0.0 0.1 0.206
H 2.186585 -0.014163 1.947054 0.0 -0.1 0.0 0.186
H 1.648049 -2.473289 2.434091 0.1 0.0 -0.1 0.206
H 0.867755 -1.987469 3.993185 0.0 0.1 0.1 0.225
H -1.445756 1.024947 -3.385082 0.1 0.0 -0.1 0.278
H -0.225172 1.882594 -4.357064 0.0 -0.1 0.0 0.308
H 0.087646 0.230182 -3.800034 -0.1 0.0 -0.2 0.277
H -0.013847 2.577981 -2.036039 0.0 0.1 0.3 0.289
```
Positions in Å, forces in eV/Å.

* strongest force on any atom: 0.032 hartree/bohr
* net charge: 0
* lowest unoccupied orbital energy: 0.97 eV
* multiplicity: 1
* energy relative to the best compared isomer or geometry (same formula, charge and spin): 52.6 kcal/mol